Record 1
ORCA calculation (ωB97M-V/def2-TZVPD) on 2 unconnected molecules or ions with the total composition C5H13N2O.

The charge is +1. The calculation puts the strongest force on any atom at 2.2 eV Å⁻¹. Its LUMO energy is -8.05 eV. The spin multiplicity is 1. For the energy relative to the best compared isomer or geometry (same formula, charge and spin), the calculation gives 663.77 kJ/mol.

Last column: natural (NBO) charge in e.
CARTESIAN COORDINATES (ANGSTROEM)
O  0.587  -1.239  1.408  -0.442
N  -1.969  -1.481  0.912  -0.781
N  0.130  0.800  -0.882  -0.305
C  0.611  2.129  -0.489  -0.460
C  -1.624  -0.944  -0.397  -0.240
C  1.478  -1.219  0.598  0.274
C  -1.141  0.493  -0.224  -0.290
C  2.087  0.011  0.184  -0.134
H  0.773  0.044  -0.557  0.305
H  -1.129  -1.761  1.402  0.386
H  2.890  -0.027  -0.536  0.251
H  0.049  2.868  -1.029  0.257
H  1.789  -2.139  0.112  0.181
H  -1.066  0.695  0.850  0.243
H  -2.477  -1.023  -1.072  0.234
H  -2.572  -2.288  0.805  0.379
H  -0.803  -1.538  -0.827  0.173
H  0.609  2.270  0.588  0.208
H  2.032  0.938  0.753  0.256
H  -1.870  1.179  -0.672  0.285
H  1.616  2.233  -0.925  0.220

Atoms 1-2, force components in eV/Å:
O 0.2 0.2 1.1
N -0.5 -0.1 -0.6

***

Record 2
ORCA calculation (ωB97M-V/def2-TZVPD) on a gas-phase ion, C5H13N2O (charge +1).

The charge is +1. The calculation puts the strongest force on any atom at 5.0 eV Å⁻¹. Its LUMO energy is -3.52 eV. The spin multiplicity is 1. For the energy relative to the best compared isomer or geometry (same formula, charge and spin), the calculation gives 208.07 kJ/mol. The SMILES is CCNC(=O)[C@@H](C)[NH3+].

Last column: natural (NBO) charge in e.
CARTESIAN COORDINATES (ANGSTROEM)
O  1.498  1.325  -0.141  -0.630
N  -0.804  1.020  -0.015  -0.611
N  2.368  -1.015  -0.066  -0.690
C  -2.938  0.816  1.302  -0.650
C  0.522  0.580  -0.082  0.683
C  0.933  -0.935  -0.092  -0.172
C  -1.836  0.136  0.492  -0.225
C  0.297  -1.563  -1.422  -0.650
H  -1.404  -0.556  1.312  0.186
H  0.408  -1.291  0.864  0.262
H  -4.046  0.627  1.199  0.265
H  2.790  -1.940  -0.324  0.456
H  -0.274  -0.789  -2.012  0.259
H  -2.195  -0.491  -0.372  0.207
H  2.883  -0.626  0.798  0.475
H  -3.045  1.898  1.076  0.223
H  -2.514  0.825  2.292  0.222
H  1.013  -1.661  -2.204  0.234
H  -0.280  -2.473  -1.283  0.256
H  2.760  -0.380  -0.788  0.467
H  -0.884  2.017  -0.052  0.432

Atoms 1-2, force components in eV/Å:
O -0.8 0.2 -0.3
N 2.9 -1.8 0.2

***

Record 3
ORCA calculation (ωB97M-V/def2-TZVPD) on a gas-phase ion, C5H13N2O (charge +1).

The charge is +1. The calculation puts the strongest force on any atom at 0.4 eV Å⁻¹. Its LUMO energy is -2.98 eV. The spin multiplicity is 1. For the energy relative to the best compared isomer or geometry (same formula, charge and spin), the calculation gives 183.88 kJ/mol. The SMILES is CNC[N@@H+]1CCOC1.

Last column: natural (NBO) charge in e.
CARTESIAN COORDINATES (ANGSTROEM)
O  -0.614  0.184  1.659  -0.490
N  1.652  -0.415  -1.014  -0.638
N  -0.708  -0.547  -0.474  -0.366
C  0.424  0.294  -1.062  -0.047
C  -1.669  0.959  1.059  -0.098
C  -0.475  -0.994  0.946  0.097
C  2.569  -0.074  0.089  -0.422
C  -1.960  0.257  -0.275  -0.262
H  -2.553  0.981  1.693  0.222
H  -2.767  -0.464  -0.167  0.236
H  -2.161  0.909  -1.121  0.249
H  -0.841  -1.334  -1.110  0.446
H  3.590  -0.214  -0.255  0.231
H  2.137  -0.298  -1.893  0.398
H  0.415  1.247  -0.529  0.202
H  -1.256  -1.729  1.164  0.189
H  2.432  -0.725  0.950  0.195
H  0.509  -1.429  1.078  0.232
H  2.450  0.963  0.415  0.193
H  -1.291  1.973  0.942  0.212
H  0.118  0.456  -2.094  0.221

Atoms 1-2, force components in eV/Å:
O 0.0 0.0 0.0
N 0.1 0.4 0.0

***

What is the formula in the third record? C5H13N2O

***

Copy entry 1 word for word.
ORCA calculation (ωB97M-V/def2-TZVPD) on 2 unconnected molecules or ions with the total composition C5H13N2O.

The charge is +1. The calculation puts the strongest force on any atom at 2.2 eV Å⁻¹. Its LUMO energy is -8.05 eV. The spin multiplicity is 1. For the energy relative to the best compared isomer or geometry (same formula, charge and spin), the calculation gives 663.77 kJ/mol.

Last column: natural (NBO) charge in e.
CARTESIAN COORDINATES (ANGSTROEM)
O  0.587  -1.239  1.408  -0.442
N  -1.969  -1.481  0.912  -0.781
N  0.130  0.800  -0.882  -0.305
C  0.611  2.129  -0.489  -0.460
C  -1.624  -0.944  -0.397  -0.240
C  1.478  -1.219  0.598  0.274
C  -1.141  0.493  -0.224  -0.290
C  2.087  0.011  0.184  -0.134
H  0.773  0.044  -0.557  0.305
H  -1.129  -1.761  1.402  0.386
H  2.890  -0.027  -0.536  0.251
H  0.049  2.868  -1.029  0.257
H  1.789  -2.139  0.112  0.181
H  -1.066  0.695  0.850  0.243
H  -2.477  -1.023  -1.072  0.234
H  -2.572  -2.288  0.805  0.379
H  -0.803  -1.538  -0.827  0.173
H  0.609  2.270  0.588  0.208
H  2.032  0.938  0.753  0.256
H  -1.870  1.179  -0.672  0.285
H  1.616  2.233  -0.925  0.220

Atoms 1-2, force components in eV/Å:
O 0.2 0.2 1.1
N -0.5 -0.1 -0.6

***

spin multiplicity of number 3 (C5H13N2O)? 1